Below is one molecule with the formula CH5IP2, with properties calculated with wB97M-V/def2-TZVPD.

Geometry as ORCA input:
```
! wB97M-V def2-TZVPD RIJCOSX def2/J DEFGRID3
* xyz 0 1
I 1.270 0.523 -1.901
P -0.686 -1.513 -0.068
P 0.123 1.153 1.243
C 0.580 -0.237 0.057
H 0.898 2.001 0.557
H -1.793 -0.702 -0.471
H 1.543 -0.578 0.341
H -0.147 -2.047 -1.253
H -1.140 1.524 0.664
*
```

Summary:
- Kohn-Sham gap (eV) = 8.87
- SMILES = PC(P)I
- HOMO energy (eV) = -8.993

***

Below is CH5LaO2 as an isolated structure, with properties calculated with wB97M-V/def2-TZVPD.

Geometry as ORCA input:
```
! wB97M-V def2-TZVPD RIJCOSX def2/J DEFGRID3
* xyz 2 1
La 0.867 -2.232 0.237
O 2.220 -0.332 -0.243
O -0.236 -0.038 0.182
C -1.538 0.473 0.066
H -1.521 1.436 -0.469
H 3.177 -0.309 -0.159
H -2.213 -0.205 -0.482
H -1.981 0.607 1.066
H 1.224 0.599 -0.198
*
```

Summary:
- Kohn-Sham gap (eV) = 7.77
- HOMO energy (eV) = -18.377

***

Below is a 2-piece molecular cluster, CH5N2 overall, with properties calculated with wB97M-V/def2-TZVPD.

Geometry as ORCA input:
```
! wB97M-V def2-TZVPD RIJCOSX def2/J DEFGRID3
* xyz 1 1
N -1.506 0.319 0.261
N 1.262 0.409 0.052
C 0.404 -0.461 -0.216
H 0.954 1.442 0.237
H 2.338 0.260 -0.001
H 0.439 -1.586 -0.388
H -2.111 0.176 -0.510
H -1.780 -0.559 0.565
*
```

Summary:
- Kohn-Sham gap (eV) = 10.43
- HOMO energy (eV) = -16.326

***

Below is a 2-piece molecular cluster, CH5N2 overall, with properties calculated with wB97M-V/def2-TZVPD.

Geometry as ORCA input:
```
! wB97M-V def2-TZVPD RIJCOSX def2/J DEFGRID3
* xyz 1 1
N 0.439 -0.315 1.014
N -0.512 0.355 -0.960
C -0.029 0.589 0.200
H 0.034 1.575 0.687
H -0.268 -0.581 -1.243
H -0.722 1.193 -1.557
H 0.832 -0.229 1.886
H 0.338 -2.028 0.513
*
```

Summary:
- Kohn-Sham gap (eV) = 9.47
- HOMO energy (eV) = -16.343

***

Below is an isolated ion of composition CH5N2 and charge +1, with properties calculated with wB97M-V/def2-TZVPD.

Geometry as ORCA input:
```
! wB97M-V def2-TZVPD RIJCOSX def2/J DEFGRID3
* xyz 1 3
N -0.207 0.879 0.653
N 0.053 -1.112 -0.460
C 0.299 0.180 -0.306
H -0.812 0.322 1.503
H 0.875 0.730 -0.998
H -0.693 -1.465 0.102
H 0.442 -1.437 -1.257
H 0.043 1.903 0.763
*
```

Summary:
- Kohn-Sham gap (alpha / beta) (eV) = 7.14 / 9.18
- ⟨S²⟩ = 2.008
- HOMO energy (alpha / beta) (eV) = -11.219 / -18.520

***

Below is an isolated ion of composition CH5N2O and charge +1, with properties calculated with wB97M-V/def2-TZVPD.

Geometry as ORCA input:
```
! wB97M-V def2-TZVPD RIJCOSX def2/J DEFGRID3
* xyz 1 1
O 1.068 -0.226 -1.342
N 1.444 0.331 0.439
N -0.969 0.071 0.103
C 0.554 -0.556 -0.164
H 0.370 -1.566 0.029
H 1.384 1.360 0.438
H -1.738 -0.367 -0.458
H -0.879 1.035 -0.119
H -1.234 -0.084 1.076
*
```

Summary:
- Kohn-Sham gap (alpha / beta) (eV) = 9.68 / 9.65
- HOMO energy (alpha / beta) (eV) = -17.033 / -17.058

***

Result set for total energy: -27794.6886, -6052.8816, -4087.0123, -4087.8471, -4085.7580, -6134.1844 eV, one per record in the order listed.
Result set for energy above the lowest of the compared OMol25 structures with the same formula, charge and spin: 0.0, 186.8, 480.0, 399.5, 47.0, 472.5 kJ/mol, one per record in the order listed.
Result set for molar mass: 205.9, 188.0, 45.1, 45.1, 45.1, 61.1 g/mol, one per record in the order listed.